{"formula": "C18H21FN5O3", "method": "wB97M-V/def2-TZVPD", "species": ["C", "C", "O", "N", "C", "C", "C", "N", "C", "F", "N", "C", "C", "O", "O", "H", "H", "H", "H", "H", "H", "H", "H", "H", "H", "H", "N", "C", "C", "C", "C", "C", "H", "H", "H", "H", "H", "N", "C", "C", "C", "C", "C", "H", "H", "H", "H", "H"], "positions_angstrom": [[-0.2608, 2.0463, 4.0661], [0.2378, 1.8978, 2.5556], [1.1256, 1.0118, 2.3314], [-0.2548, 2.6512, 1.3855], [-1.1978, 3.7574, 1.7423], [-0.7569, 1.7810, 0.3183], [-0.1946, 1.9224, -1.1112], [-0.9045, 0.8796, -1.8299], [-1.8184, 0.1360, -1.0128], [-2.6301, -0.9211, -1.4435], [-1.7217, 0.6955, 0.3137], [-2.4796, 0.1849, 1.4915], [-3.5445, 1.2717, 1.9795], [-3.9612, 1.3905, 3.1591], [-4.0192, 2.1863, 0.9773], [-0.3296, 0.9693, 4.4855], [0.5650, 2.5595, 4.6670], [-1.2982, 2.5000, 4.1953], [-1.7092, 4.0773, 0.7524], [-2.0437, 3.4672, 2.4516], [-0.6561, 4.7114, 2.1086], [0.5990, 2.6274, -1.5194], [-0.7879, 0.6204, -2.8352], [-1.8024, -0.2187, 2.3270], [-3.0924, -0.7209, 1.1090], [-4.0103, 3.0957, 1.3757], [-0.7273, -1.7140, -4.5116], [-1.6453, -2.3802, -3.7910], [-2.2355, -3.5647, -4.1979], [-1.8611, -4.0958, -5.4241], [-0.9160, -3.4280, -6.1907], [-0.3816, -2.2506, -5.6933], [-1.9035, -1.9207, -2.8449], [-2.9689, -4.0596, -3.5735], [-2.3012, -5.0212, -5.7790], [-0.6014, -3.8139, -7.1521], [0.3627, -1.6943, -6.2537], [4.5465, -2.0175, 0.7413], [3.5520, -1.2043, 1.1323], [3.6673, -0.2817, 2.1594], [4.8807, -0.1936, 2.8279], [5.9254, -1.0234, 2.4459], [5.7097, -1.9105, 1.4033], [2.6227, -1.3133, 0.5815], [2.8287, 0.3514, 2.4295], [5.0109, 0.5152, 3.6387], [6.8851, -0.9818, 2.9459], [6.4965, -2.5774, 1.0656]], "forces_ev_per_angstrom": [[-0.0928, -0.5570, -0.3138], [2.9942, -3.3921, -0.1507], [-4.2941, 3.6024, 0.5327], [-2.2285, -1.6912, 1.3703], [-1.1369, 1.6756, -1.2207], [2.5101, 0.5198, -4.8096], [-3.4386, -2.6357, 4.1356], [-1.5471, -0.9860, 1.8680], [2.1003, 2.5151, 0.5861], [2.2984, 3.7812, 2.0845], [0.8175, -0.4744, -2.6231], [-1.4641, -0.7028, -0.3206], [-1.8456, 2.0171, 3.1929], [2.2654, -0.9763, -4.7442], [1.8547, -1.2557, 1.5159], [0.2790, 1.7221, -0.8946], [-1.3447, -0.4542, -0.8787], [1.6478, -0.2809, -0.1544], [0.8741, -0.4720, 1.6115], [1.3627, 0.3377, -0.7184], [-0.6776, -1.9024, -0.3568], [-1.3864, -1.3310, 0.5065], [0.0040, 0.1876, 0.9052], [-0.9788, 1.0498, -1.2283], [0.9733, 1.4470, 0.6508], [-0.4914, -1.2097, -0.1879], [-0.3361, -0.3164, -0.0322], [0.4004, 0.2220, -0.2756], [0.0539, -0.0036, -0.0874], [-0.0123, -0.0699, -0.0700], [-0.1295, -0.0557, 0.1719], [0.0674, 0.4100, 0.3512], [0.1133, -0.4978, -0.4747], [0.0425, 0.0366, -0.0254], [0.0351, 0.0730, 0.0281], [0.0068, 0.0532, 0.0650], [-0.0478, -0.0768, -0.0218], [0.0261, 0.4217, 0.4533], [0.4898, -0.3811, -0.1847], [0.1249, 0.1448, 0.1813], [0.0900, -0.0536, -0.0189], [-0.1159, 0.1202, 0.0707], [-0.4215, -0.1778, -0.3889], [-0.0259, 0.0445, 0.0326], [0.6243, -0.3963, -0.0905], [-0.0012, -0.0466, -0.0480], [-0.0381, -0.0316, -0.0524], [-0.0006, 0.0474, 0.0583]], "lowdin_charge": [0.008, -0.328, 0.005, -0.040, -0.064, -0.119, 0.125, 0.144, -0.081, 0.097, 0.058, 0.019, -0.359, 0.091, 0.035, 0.113, 0.111, 0.076, 0.115, 0.074, 0.128, 0.158, 0.171, 0.166, 0.168, 0.127, 0.035, -0.161, -0.062, -0.062, -0.058, -0.145, 0.061, 0.107, 0.113, 0.110, 0.106, 0.050, -0.160, -0.080, -0.075, -0.074, -0.153, 0.093, 0.050, 0.104, 0.103, 0.103], "total_energy_ha": -1297.476994, "charge": 1, "e_homo_ev": -11.22, "lumo_energy_ev": -3.75}